# 1
C31H56Br4O24 | ωB97M-V/def2-TZVPD

charge	0
electronic energy	-362362.0200	eV
max |F|	5.68	eV Å⁻¹
gap between HOMO and LUMO	0.3864	hartree
LUMO energy	0.20	eV

Each line ends with the Löwdin charge.
CARTESIAN COORDINATES (ANGSTROEM)
1 C 19.135 -8.559 14.193  -0.017
2 C 20.180 -8.035 13.255  -0.306
3 C 20.559 -6.583 13.560  -0.116
4 O 21.924 -6.661 13.690  0.078
5 C 22.318 -7.954 13.748  -0.523
6 O 23.508 -8.249 13.838  0.105
7 O 21.328 -8.785 13.486  0.071
8 H 19.564 -8.630 15.193  0.095
9 H 18.791 -9.490 13.743  0.042
10 H 18.253 -7.935 14.337  0.040
11 H 19.985 -8.196 12.195  0.146
12 H 20.031 -6.138 14.403  0.135
13 H 20.364 -5.930 12.709  0.104
14 C 23.259 -11.320 9.890  -0.031
15 C 23.528 -10.003 10.544  -0.335
16 C 24.780 -9.342 9.863  -0.064
17 O 24.276 -8.029 9.604  0.033
18 C 22.894 -7.922 9.785  -0.432
19 O 22.186 -6.958 9.549  0.136
20 O 22.465 -9.085 10.415  0.048
21 H 24.092 -12.016 9.793  0.095
22 H 22.927 -11.225 8.856  0.097
23 H 22.475 -11.828 10.452  0.072
24 H 23.760 -10.105 11.605  0.142
25 H 25.061 -9.855 8.943  0.129
26 H 25.608 -9.126 10.538  0.134
27 C 19.280 -10.951 10.829  -0.047
28 C 18.378 -9.920 10.083  -0.273
29 C 19.074 -9.218 8.932  -0.144
30 O 18.231 -9.274 7.877  0.093
31 C 17.289 -10.175 8.034  -0.543
32 O 16.550 -10.550 7.159  0.155
33 O 17.288 -10.477 9.359  0.091
34 H 18.640 -11.504 11.517  0.004
35 H 20.057 -10.421 11.380  0.058
36 H 19.662 -11.724 10.163  0.092
37 H 18.009 -9.144 10.753  0.148
38 H 20.080 -9.557 8.686  0.133
39 H 19.202 -8.137 8.983  0.119
40 Br 22.265 -12.158 16.993  0.599
41 C 22.237 -11.217 15.267  -0.649
42 C 21.814 -12.129 14.040  -0.568
43 Br 19.853 -12.456 13.775  0.651
44 H 23.180 -10.678 15.179  0.048
45 H 21.520 -10.402 15.362  0.021
46 H 22.258 -13.124 14.026  0.045
47 H 22.001 -11.689 13.060  0.013
48 Br 18.828 -5.617 19.245  0.581
49 C 17.270 -6.285 18.209  -0.696
50 C 17.537 -7.659 17.712  -0.689
51 Br 16.172 -8.056 16.395  0.714
52 H 16.923 -5.504 17.532  0.044
53 H 16.500 -6.356 18.977  0.052
54 H 17.478 -8.373 18.533  0.071
55 H 18.468 -7.775 17.157  0.034
56 C 19.728 -0.823 12.952  -0.087
57 O 21.013 -1.333 12.701  -0.020
58 C 21.381 -2.682 12.717  -0.488
59 O 20.586 -3.536 13.047  0.122
60 O 22.706 -2.727 12.458  0.005
61 C 23.462 -3.906 12.728  -0.028
62 H 19.645 0.176 12.524  0.094
63 H 19.303 -0.636 13.939  0.085
64 H 18.956 -1.424 12.471  0.087
65 H 22.990 -4.677 12.118  0.087
66 H 23.525 -4.126 13.793  0.104
67 H 24.501 -3.961 12.402  0.096
68 C 19.497 -5.326 10.033  -0.070
69 O 19.050 -4.778 8.815  0.013
70 C 17.714 -4.889 8.589  -0.509
71 O 16.919 -5.552 9.265  0.087
72 O 17.365 -4.121 7.512  -0.029
73 C 16.040 -4.118 6.974  -0.033
74 H 19.423 -6.413 10.033  0.071
75 H 19.033 -4.880 10.912  0.088
76 H 20.548 -5.081 10.188  0.083
77 H 15.681 -5.147 6.981  0.096
78 H 16.246 -3.794 5.954  0.094
79 H 15.372 -3.412 7.467  0.095
80 C 28.665 -5.443 18.443  -0.049
81 O 28.851 -5.951 17.068  -0.019
82 C 27.821 -6.762 16.600  -0.515
83 O 26.994 -7.249 17.370  0.096
84 O 28.004 -7.030 15.279  -0.008
85 C 26.962 -7.660 14.485  -0.029
86 H 27.791 -4.817 18.622  0.088
87 H 29.468 -4.860 18.895  0.085
88 H 28.526 -6.196 19.218  0.083
89 H 25.951 -7.689 14.889  0.078
90 H 27.174 -8.658 14.100  0.088
91 H 26.914 -7.059 13.577  0.086
92 C 16.324 -10.826 13.352  -0.037
93 O 15.293 -10.273 12.556  0.007
94 C 14.047 -10.306 12.915  -0.605
95 O 13.758 -10.653 14.051  0.108
96 O 13.284 -9.628 12.046  -0.002
97 C 11.884 -9.764 12.010  -0.052
98 H 16.211 -11.906 13.441  0.110
99 H 16.328 -10.342 14.328  0.064
100 H 17.307 -10.606 12.935  0.039
101 H 11.287 -9.216 12.739  0.093
102 H 11.637 -10.825 12.046  0.102
103 H 11.512 -9.308 11.093  0.093
104 C 17.345 -3.157 14.814  0.014
105 O 16.314 -3.809 14.023  0.060
106 C 16.462 -4.951 13.528  -0.610
107 O 17.515 -5.639 13.423  0.056
108 O 15.217 -5.324 13.153  -0.008
109 C 15.105 -6.455 12.231  0.004
110 H 17.009 -2.632 15.708  0.099
111 H 18.110 -2.577 14.298  0.061
112 H 18.000 -3.911 15.252  0.085
113 H 14.072 -6.660 11.949  0.091
114 H 15.596 -7.318 12.680  0.084
115 H 15.553 -6.154 11.285  0.076

# 2
C31H56ClN7O5S | ωB97M-V/def2-TZVPD

charge	0
electronic energy	-77066.9431	eV
max |F|	9.18	eV Å⁻¹
gap between HOMO and LUMO	0.3613	hartree
LUMO energy	-0.16	eV

Each line ends with the Löwdin charge.
CARTESIAN COORDINATES (ANGSTROEM)
1 C 5.206 0.164 1.035  -0.168
2 C 4.686 -0.402 -0.447  -0.241
3 C 3.215 0.266 -0.857  -0.194
4 C 3.144 0.746 -2.433  -0.226
5 C 3.252 2.367 -2.654  -0.223
6 C 1.985 3.228 -2.072  -0.219
7 C 0.502 2.682 -2.620  -0.215
8 C -0.600 3.758 -2.082  -0.212
9 C -2.138 3.250 -1.975  -0.178
10 C -2.401 1.643 -2.022  -0.091
11 C -2.440 0.917 -0.515  -0.311
12 C -1.197 1.241 0.504  -0.101
13 C -1.317 2.645 1.337  -0.224
14 C -0.872 2.443 2.937  -0.534
15 Cl -1.836 3.615 4.011  0.484
16 O -3.755 1.363 0.057  -0.194
17 S -3.957 0.114 1.250  0.954
18 O -5.435 -0.335 1.564  -0.330
19 O -3.537 0.653 2.673  -0.331
20 O -2.954 -1.184 0.672  -0.169
21 C -2.760 -0.710 -0.740  -0.345
22 C -1.752 -1.557 -1.715  -0.063
23 C -0.163 -1.480 -1.306  -0.241
24 N 0.580 -2.322 -2.365  -0.042
25 O -4.193 -0.678 -1.187  -0.196
26 C -4.697 -2.035 -1.434  -0.216
27 C -6.299 -2.035 -1.037  -0.093
28 H 5.780 -0.693 1.627  0.055
29 H 4.276 0.446 1.728  0.050
30 H 5.922 1.096 0.855  0.073
31 H 4.545 -1.577 -0.332  0.029
32 H 5.507 -0.250 -1.270  0.101
33 H 2.438 -0.631 -0.758  0.076
34 H 2.864 1.100 -0.098  0.102
35 H 4.080 0.244 -2.975  0.111
36 H 2.190 0.352 -3.008  0.079
37 H 3.491 2.682 -3.780  0.119
38 H 4.207 2.722 -2.033  0.117
39 H 2.118 4.393 -2.296  0.125
40 H 1.948 3.127 -0.901  0.097
41 H 0.378 1.585 -2.234  0.061
42 H 0.546 2.608 -3.810  0.132
43 H -0.153 4.228 -1.079  0.104
44 H -0.588 4.665 -2.858  0.126
45 H -2.771 3.736 -2.844  0.121
46 H -2.603 3.675 -0.966  0.117
47 H -3.515 1.507 -2.433  0.143
48 H -1.727 1.030 -2.757  0.112
49 H -0.203 1.326 -0.150  0.113
50 H -0.972 0.393 1.294  0.129
51 H -0.491 3.388 0.901  0.104
52 H -2.337 3.208 1.232  0.105
53 H 0.268 2.785 3.025  0.094
54 H -0.897 1.324 3.279  0.087
55 H -2.016 -2.719 -1.772  0.138
56 H -1.852 -1.173 -2.838  0.143
57 H 0.043 -2.018 -0.285  0.131
58 H 0.312 -0.411 -1.360  0.079
59 H 0.347 -1.841 -3.282  0.061
60 H 1.614 -2.254 -2.233  0.044
61 H -4.076 -2.897 -0.944  0.131
62 H -4.662 -2.208 -2.614  0.137
63 H -6.893 -2.802 -1.721  0.087
64 H -6.509 -2.310 0.091  0.082
65 H -6.811 -0.975 -1.234  0.093
66 C 5.842 -1.923 5.126  -0.107
67 C 4.820 -1.543 4.137  -0.247
68 N 4.013 -1.242 3.355  0.124
69 H 5.514 -2.768 5.741  0.032
70 H 6.781 -2.217 4.645  0.079
71 H 6.072 -1.097 5.808  0.087
72 C 1.811 -4.879 0.028  -0.072
73 C 3.019 -4.052 -0.128  -0.224
74 N 3.974 -3.399 -0.252  0.149
75 H 1.068 -4.660 -0.746  0.062
76 H 2.041 -5.948 -0.038  0.081
77 H 1.329 -4.711 0.997  0.085
78 C 1.765 -4.423 -5.348  -0.070
79 C 2.198 -3.039 -5.091  -0.265
80 N 2.539 -1.945 -4.887  0.140
81 H 0.977 -4.466 -6.107  0.083
82 H 2.593 -5.045 -5.705  0.083
83 H 1.370 -4.898 -4.444  0.076
84 C -8.911 1.612 0.219  -0.073
85 C -9.772 0.718 -0.573  -0.276
86 N -10.453 0.012 -1.199  0.113
87 H -7.978 1.119 0.512  0.068
88 H -8.639 2.512 -0.341  0.082
89 H -9.406 1.940 1.139  0.082
90 C -2.629 6.967 3.198  -0.102
91 C -2.397 7.701 1.943  -0.273
92 N -2.214 8.281 0.952  0.111
93 H -2.791 7.647 4.041  0.081
94 H -3.509 6.319 3.132  0.076
95 H -1.777 6.329 3.457  0.032
96 C 6.306 -6.140 6.363  -0.062
97 C 6.738 -4.756 6.620  -0.233
98 N 7.079 -3.663 6.824  0.134
99 H 5.517 -6.183 5.604  0.084
100 H 7.133 -6.762 6.006  0.085
101 H 5.910 -6.615 7.267  0.085